The following is a DFT calculation (wB97M-V/def2-TZVPD) of a 2-piece molecular cluster, C2H5N3O4 overall.

* frontier orbital gap (alpha / beta): 8.20 / 6.49 eV
* energy relative to the best compared isomer or geometry (same formula, charge and spin): 5.910 eV
* HOMO energy (alpha / beta): -8.10 / -10.69 eV
* molar mass: 135.1 g mol⁻¹
* spin multiplicity: 3
* total energy: -543.975693 a.u.

Structure (XYZ):
```
14
Properties=species:S:1:pos:R:3:lowdin_spin:R:1
H 1.6904 -0.4319 -1.1837 0.00
H 1.8151 -1.4997 0.1932 0.00
O -2.6361 0.7972 0.9001 0.62
O -1.2631 2.1741 -0.1600 0.03
N -1.4033 0.0435 -0.7518 0.62
H 2.4947 1.2738 0.8843 0.00
H -0.6309 2.2517 -0.8351 0.00
O -1.9078 -1.8750 -1.6038 0.08
N -1.7804 0.8758 0.0788 0.45
O -1.5176 -1.7678 0.5016 0.14
N -1.6393 -1.3073 -0.6260 0.05
C 1.9806 -0.5409 -0.0961 0.00
C 2.3026 0.2312 0.8841 0.00
H 2.4952 -0.2248 1.8143 0.00
```